102
Properties=species:S:1:pos:R:3:mulliken_charge:R:1 method="wB97M-V/def2-TZVPD" e_lumo_ev=0.2561 homo_energy_ev=-7.00 orbital_gap_ha=0.2668 total_energy_ev=-175518.077
Al -20.698 0.340 -12.240 -1.298
C -20.102 3.075 -6.181 -1.048
C -21.132 1.989 -5.963 0.264
C -21.962 1.866 -4.832 -0.453
C -22.909 0.841 -4.618 -0.709
C -23.097 -0.095 -5.658 -0.388
C -22.198 -0.041 -6.731 -0.057
C -21.273 0.973 -6.920 -0.124
N -20.424 0.977 -8.077 0.149
C -20.880 0.838 -9.336 0.162
N -22.217 1.145 -9.514 -0.021
C -23.035 0.685 -10.551 0.237
C -22.576 0.273 -11.806 0.629
C -23.483 -0.317 -12.645 -0.722
C -24.852 -0.431 -12.344 -1.145
C -25.335 0.077 -11.155 -0.829
C -24.446 0.673 -10.274 1.435
C -25.043 1.285 -9.075 -1.353
N -20.092 0.687 -10.453 1.325
C -18.732 0.540 -10.141 -1.351
C -18.085 -0.682 -9.829 -0.280
C -16.716 -0.853 -9.569 -1.018
C -15.937 0.255 -9.504 -0.456
C -16.491 1.505 -9.808 -0.747
C -17.858 1.693 -10.124 1.542
C -18.476 3.096 -10.284 -1.042
H -19.392 2.773 -6.951 0.070
H -19.461 3.247 -5.279 0.372
H -20.536 4.020 -6.543 0.266
H -21.901 2.634 -4.034 0.372
H -23.549 0.842 -3.728 0.365
H -23.910 -0.818 -5.765 0.414
H -22.320 -0.788 -7.477 0.501
H -19.434 0.927 -7.891 0.437
H -22.759 1.343 -8.687 -0.007
H -23.231 -0.761 -13.604 0.487
H -25.490 -0.968 -13.069 0.358
H -26.395 0.046 -10.898 0.291
H -26.113 0.977 -9.115 0.386
H -24.967 2.373 -9.110 0.305
H -24.588 0.887 -8.126 0.167
H -18.689 -1.547 -9.903 0.581
H -16.357 -1.867 -9.388 0.487
H -14.829 0.135 -9.288 0.295
H -15.855 2.392 -9.872 0.407
H -17.693 3.806 -10.506 0.480
H -19.007 3.422 -9.383 0.065
H -19.101 3.071 -11.167 0.032
Cl -16.189 -4.816 -15.655 -0.172
C -15.693 -5.629 -14.236 0.816
C -14.447 -6.224 -14.225 -0.338
C -13.923 -6.782 -13.057 -0.761
C -14.542 -6.379 -11.884 -0.300
C -15.860 -5.912 -11.825 0.097
Cl -16.565 -5.669 -10.330 -0.202
C -16.442 -5.520 -13.073 -0.283
N -17.773 -5.109 -13.085 0.285
C -18.752 -5.449 -14.041 0.403
C -18.779 -6.757 -14.580 -0.519
C -19.721 -7.115 -15.474 -0.439
C -20.734 -6.202 -15.876 -0.777
C -20.758 -4.992 -15.241 -0.742
C -19.735 -4.504 -14.409 0.666
C -19.593 -3.026 -14.219 -0.988
C -19.677 -2.481 -12.765 0.479
O -19.396 -3.170 -11.792 -0.834
O -20.149 -1.235 -12.708 0.399
H -13.841 -6.370 -15.124 0.382
H -13.041 -7.364 -13.065 0.417
H -14.020 -6.552 -10.909 0.311
H -18.150 -4.484 -12.262 0.134
H -18.024 -7.427 -14.279 0.569
H -19.741 -8.136 -15.908 0.325
H -21.446 -6.445 -16.653 0.401
H -21.570 -4.290 -15.432 0.368
H -20.359 -2.439 -14.753 0.443
H -18.619 -2.663 -14.619 0.268
C -14.709 3.269 -14.949 -0.805
N -15.825 3.148 -15.924 0.352
C -16.377 4.166 -16.692 -0.592
C -17.296 3.644 -17.491 -0.301
N -17.300 2.285 -17.295 0.260
C -18.132 1.237 -17.967 -0.815
C -16.270 1.973 -16.390 -0.306
Se -15.670 0.215 -15.927 -0.344
H -14.004 4.097 -15.124 0.311
H -14.198 2.280 -14.896 0.237
H -15.147 3.471 -13.937 0.267
H -16.019 5.194 -16.602 0.395
H -17.922 4.048 -18.264 0.456
H -18.903 1.804 -18.450 0.315
H -18.517 0.533 -17.192 0.243
H -17.527 0.652 -18.647 0.328
Te -19.933 2.097 -14.058 0.074
C -21.730 3.193 -13.821 -0.102
C -22.899 2.765 -14.454 -0.071
C -23.818 3.808 -14.572 -0.625
C -23.389 5.013 -14.006 -0.527
S -21.816 4.878 -13.298 -0.117
H -23.068 1.745 -14.803 0.367
H -24.816 3.669 -15.001 0.340
H -23.877 5.961 -14.012 0.426

---

8
Properties=species:S:1:pos:R:3:mulliken_charge:R:1 method="wB97M-V/def2-TZVPD" e_lumo_ev=-1.3568 smiles="N#CC(C#N)=NO" homo_energy_ev=-11.03 orbital_gap_ha=0.3554 total_energy_ev=-9641.268
N 2.910 -0.470 -0.049 -0.387
C 1.731 -0.435 -0.051 0.184
C 0.268 -0.290 0.019 0.428
C -0.783 -1.212 -0.086 0.328
N -1.612 -2.040 0.002 -0.347
N 0.058 1.015 0.022 -0.289
O -1.278 1.254 -0.125 -0.320
H -1.294 2.179 0.267 0.404

---

13
Properties=species:S:1:pos:R:3:mulliken_charge:R:1 method="wB97M-V/def2-TZVPD" e_lumo_ev=0.8622 smiles="O=CO[C@@H]1[C@H](O)[C@H]1F" homo_energy_ev=-10.06 orbital_gap_ha=0.4014 total_energy_ev=-13086.352
O 1.789 0.303 0.883 -0.488
C 1.979 -0.632 0.144 0.168
O 1.024 -1.182 -0.632 -0.308
C -0.239 -0.484 -0.674 -0.103
C -0.962 0.863 -0.410 -0.232
O -0.255 2.058 -0.164 -0.532
C -1.080 -0.279 0.588 0.088
F -2.218 -1.141 0.568 -0.322
H 3.032 -1.065 -0.061 0.325
H -0.876 -1.204 -1.329 0.319
H -1.831 0.847 -1.108 0.337
H 0.258 2.007 0.669 0.372
H -0.619 -0.092 1.526 0.375

---

73
Properties=species:S:1:pos:R:3:mulliken_charge:R:1 method="wB97M-V/def2-TZVPD" charge=+3 e_lumo_ev=-11.7870 homo_energy_ev=-18.22 orbital_gap_ha=0.2365 total_energy_ev=-81509.614
Ti -0.253 -0.105 0.265 -2.186
P -1.550 1.916 -0.235 1.431
P 1.163 -2.086 -0.044 1.296
N -1.366 -0.908 -1.328 -0.267
C -2.938 1.028 -1.060 -0.807
H -3.823 1.138 -0.413 0.391
H -3.152 1.573 -1.995 0.550
C -2.747 -0.469 -1.388 -1.037
H -3.329 -1.096 -0.679 0.497
H -3.163 -0.691 -2.390 0.477
C -1.110 -2.294 -1.757 -1.191
H -0.610 -2.293 -2.743 0.353
H -2.081 -2.807 -1.895 0.504
C -0.275 -3.061 -0.712 -0.799
H 0.126 -3.990 -1.151 0.561
H -0.913 -3.336 0.144 0.516
C 1.827 -3.154 1.314 0.684
C 1.241 -2.729 2.668 -1.343
H 0.150 -2.852 2.720 0.306
H 1.475 -1.678 2.891 0.243
H 1.691 -3.338 3.464 0.512
C 2.329 -2.183 -1.464 0.747
C 3.551 -1.274 -1.257 -1.503
H 3.899 -0.923 -2.238 0.413
H 4.381 -1.816 -0.785 0.439
H 3.326 -0.384 -0.653 0.165
C -1.018 3.212 -1.427 0.620
C -0.046 4.225 -0.801 -1.657
H 0.433 4.786 -1.617 0.539
H 0.755 3.746 -0.224 0.223
H -0.569 4.953 -0.166 0.363
C -2.257 2.758 1.257 1.077
C -1.151 3.379 2.118 -1.346
H -1.504 3.442 3.158 0.414
H -0.907 4.398 1.788 0.383
H -0.220 2.792 2.120 0.247
C 1.304 0.927 0.838 0.426
C 2.698 -3.640 -1.825 -1.674
H 2.277 -4.398 -1.148 0.487
H 2.333 -3.874 -2.836 0.273
H 3.790 -3.770 -1.842 0.434
C -2.177 3.904 -2.179 -1.612
H -1.946 4.971 -2.316 0.373
H -2.298 3.465 -3.180 0.403
H -3.144 3.836 -1.665 0.422
C -3.372 3.763 0.954 -1.529
H -3.784 4.124 1.909 0.459
H -3.002 4.641 0.408 0.337
H -4.203 3.314 0.394 0.377
C 3.355 -3.204 1.394 -1.458
H 3.788 -2.198 1.446 0.323
H 3.637 -3.734 2.313 0.494
H 3.808 -3.747 0.558 0.315
H 1.440 -4.158 1.066 0.591
H -2.695 1.911 1.819 -0.266
H 1.740 -1.757 -2.294 0.618
H -0.445 2.614 -2.155 0.380
O 2.248 1.571 1.181 -0.287
H -0.613 -0.196 -1.835 0.233
H 0.362 0.448 -1.526 0.266
C -3.459 -0.067 4.408 -0.757
N -2.036 0.278 4.450 0.243
C -1.376 0.936 5.464 -0.190
C -0.095 1.074 5.085 -0.525
N 0.026 0.500 3.833 0.334
C -1.192 0.015 3.439 -0.045
S -1.692 -0.808 2.001 -0.291
H -3.956 0.474 3.599 0.279
H -3.574 -1.141 4.260 0.374
H -3.905 0.226 5.362 0.339
H -1.896 1.234 6.361 0.501
H 0.762 1.517 5.591 0.522
H 0.871 0.470 3.263 0.013